#A
C23H72O13 | ωB97M-V/def2-TZVPD

Geometry as ORCA input:
```
! wB97M-V def2-TZVPD RIJCOSX def2/J DEFGRID3
* xyz 0 1
O 3.752 31.147 17.910
O -2.335 30.092 26.756
O 4.831 34.272 23.382
O 4.574 24.786 27.546
O 0.272 32.959 23.075
O 6.821 25.982 22.076
O 4.782 32.015 25.119
O -1.560 32.872 26.678
O 1.872 31.042 24.355
O 0.408 25.351 27.832
O 3.148 30.683 26.728
O -1.435 25.075 22.450
O -0.155 25.142 19.881
C 6.257 31.315 23.282
C -1.199 29.377 26.356
C 1.288 25.193 19.634
C 1.008 26.602 27.845
C 3.732 34.129 22.515
C 4.904 27.223 27.571
C 2.316 29.980 23.565
C 6.881 31.354 25.837
C 5.224 25.876 26.903
C 5.836 31.142 24.747
C 1.770 26.612 20.091
C 1.148 29.628 22.668
C -1.305 26.281 23.321
C 5.553 31.576 19.479
C -1.132 32.873 23.124
C 2.716 28.704 24.359
C 2.471 30.886 27.955
C 4.895 25.935 25.437
C 5.492 26.500 21.664
C 4.445 30.582 19.010
C -0.215 32.972 26.519
C 3.397 30.245 20.131
C 1.593 24.733 18.210
H 5.598 26.814 20.626
H 5.145 32.538 19.790
H 5.435 30.131 24.809
H 4.920 27.255 28.660
H -0.438 29.679 27.076
H 7.088 32.411 26.003
H 2.780 29.411 19.795
H -1.298 32.072 23.844
H 0.906 24.809 27.216
H 3.824 25.773 25.318
H 3.671 28.853 24.863
H -1.245 28.293 26.456
H 0.252 33.084 27.497
H 2.984 30.552 28.858
H 1.339 28.819 21.963
H 6.293 31.705 18.690
H 0.477 33.531 22.332
H 2.552 30.842 25.992
H -2.016 33.166 25.887
H 0.936 30.530 22.094
H 0.049 33.838 25.911
H 4.964 33.491 23.924
H 6.887 32.202 23.355
H 3.926 29.956 21.039
H -0.922 29.604 25.326
H 1.330 25.515 17.499
H 1.780 24.501 20.317
H -1.616 26.101 24.351
H 5.398 31.385 22.615
H 0.249 29.363 23.225
H 1.981 28.601 25.157
H 5.017 24.809 28.397
H 5.106 27.350 22.228
H 3.936 27.637 27.290
H -0.252 26.564 23.312
H 5.560 28.011 27.201
H 2.655 24.620 17.996
H 1.284 27.391 19.504
H -2.029 30.989 26.907
H 5.326 25.093 24.895
H -1.806 27.210 23.048
H 2.161 31.922 28.091
H 2.708 27.755 23.824
H 0.409 27.371 28.332
H 1.568 30.276 27.986
H 2.001 26.682 28.288
H 6.999 25.229 21.508
H 3.667 34.832 21.685
H 0.151 32.089 25.994
H 2.848 26.660 19.937
H 1.573 26.808 21.145
H 4.289 31.313 17.131
H 5.169 26.883 24.973
H 6.920 30.478 23.061
H 6.482 31.156 26.832
H 1.478 31.639 23.715
H 3.130 30.333 22.931
H -1.538 33.809 23.510
H 6.193 31.178 20.266
H -1.023 25.207 21.593
H 1.062 23.839 17.882
H 1.097 26.980 26.827
H 2.811 31.104 20.461
H 7.849 30.888 25.656
H -1.635 32.629 22.189
H 4.695 25.761 21.737
H 4.864 29.625 18.700
H 6.292 25.709 27.044
H 3.958 33.132 22.138
H 4.295 31.527 25.787
H -0.365 24.207 19.947
H 2.796 34.017 23.062
*
```

Results
HOMO energy = -0.3539 hartree
Frontier orbital gap = 9.907 eV

Mulliken atomic charge list, values in e, 99 entries:
1 O -0.588
2 O -0.628
3 O -0.651
4 O -0.560
5 O -0.297
6 O -0.543
7 O -0.459
8 O -0.599
9 O 0.118
10 O -0.553
11 O -0.476
12 O -0.574
13 O -0.682
14 C -1.443
15 C 0.035
16 C 0.433
17 C -0.283
18 C 0.165
19 C -0.937
20 C 3.204
21 C -1.704
22 C 0.508
23 C 2.502
24 C -0.804
25 C -1.000
26 C -0.327
27 C -1.162
28 C -0.633
29 C -0.935
30 C -0.724
31 C -0.998
32 C -0.499
33 C 0.326
34 C -0.184
35 C -0.296
36 C -1.387
37 H 0.435
38 H 0.268
39 H -0.881
40 H 0.478
41 H -0.135
42 H 0.374
43 H 0.035
44 H 0.085
45 H 0.326
46 H 0.264
47 H -0.384
48 H 0.355
49 H 0.337
50 H 0.290
51 H -0.241
52 H 0.468
53 H 0.198
54 H 0.138
55 H 0.315
56 H 0.617
57 H 0.355
58 H 0.324
59 H 0.393
60 H -0.055
61 H -0.051
62 H 0.339
63 H 0.256
64 H 0.291
65 H 0.006
66 H -0.209
67 H 0.048
68 H 0.360
69 H 0.011
70 H -0.088
71 H 0.015
72 H 0.323
73 H 0.354
74 H 0.455
75 H 0.403
76 H 0.402
77 H 0.294
78 H 0.358
79 H 0.583
80 H 0.380
81 H 0.032
82 H 0.306
83 H 0.299
84 H 0.357
85 H -0.176
86 H 0.206
87 H -0.060
88 H 0.334
89 H 0.053
90 H 0.509
91 H 0.324
92 H -0.259
93 H -1.440
94 H 0.295
95 H 0.199
96 H 0.425
97 H 0.366
98 H -0.147
99 H 0.311



#B
C23H72O13 | ωB97M-V/def2-TZVPD

Geometry as ORCA input:
```
! wB97M-V def2-TZVPD RIJCOSX def2/J DEFGRID3
* xyz 0 1
O -5.471 0.917 -5.590
O -3.577 2.653 -6.589
O -3.942 -1.933 -1.981
O 0.824 2.194 -2.892
O -8.262 -3.714 -4.673
O -6.572 1.117 -1.474
O -7.574 2.134 -6.977
O -5.522 -2.691 -9.931
O -7.623 4.568 -5.296
O -4.974 3.387 -1.688
O -6.771 -2.426 -2.718
O -1.641 -4.985 -4.524
O -10.350 -1.573 -5.192
C -4.072 -0.736 -1.232
C -7.062 -3.030 -6.707
C -9.600 -0.337 -5.174
C -2.038 -2.735 -5.389
C -4.862 -0.262 -4.975
C -7.409 2.070 -8.421
C 0.332 0.830 -3.145
C -1.121 0.829 -2.766
C -4.256 -2.520 -9.323
C -2.666 2.252 -7.618
C -8.765 2.426 -9.026
C -2.780 0.743 -7.780
C -2.961 2.994 -8.918
C -2.307 -4.804 -6.803
C -6.944 0.666 -8.824
C 0.532 0.498 -4.602
C -6.542 4.635 -4.336
C -2.418 -4.209 -5.424
C -6.401 -5.003 -5.339
C -7.574 -4.196 -5.861
C -3.757 3.133 -2.373
C -7.558 1.085 -2.455
C -7.250 -2.535 -1.390
H -6.698 -3.314 -0.829
H -0.977 -2.566 -5.591
H -7.198 0.442 -9.858
H -3.752 3.601 -6.655
H -2.642 -5.838 -6.864
H -2.194 0.345 -8.611
H -4.828 4.169 -1.146
H -8.235 -4.845 -6.452
H -9.891 0.328 -5.994
H -2.954 2.828 -1.701
H -1.720 1.430 -3.455
H -6.443 -2.358 -6.119
H -4.841 -2.219 -2.224
H -9.175 3.340 -8.575
H -11.281 -1.347 -5.203
H -5.741 -4.334 -4.782
H -8.725 2.537 -10.106
H -6.878 4.327 -3.341
H -4.902 -0.772 -0.533
H -8.301 1.896 -2.400
H -1.630 2.533 -7.370
H -4.008 2.833 -9.213
H -2.830 -4.159 -7.505
H -6.743 1.823 -6.543
H -3.489 3.984 -3.001
H -8.309 -2.788 -1.344
H -4.350 -2.569 -8.222
H -4.495 -0.961 -5.743
H -6.646 2.820 -8.677
H -5.837 -5.421 -6.180
H -7.129 1.124 -3.472
H -3.871 -1.517 -9.506
H -3.914 2.275 -3.031
H -5.859 0.584 -8.696
H -6.546 -3.444 -7.577
H -3.503 -3.248 -9.639
H 1.783 2.154 -2.769
H -1.563 -0.176 -2.837
H -7.043 -1.611 -0.846
H -2.757 4.066 -8.856
H -2.671 -2.132 -6.039
H -2.197 -2.363 -4.363
H -1.244 1.166 -1.740
H -8.544 -0.533 -5.355
H -9.514 1.673 -8.745
H 1.539 0.744 -4.935
H -6.720 -5.814 -4.691
H -8.903 -3.012 -4.889
H -4.226 0.128 -1.889
H -1.261 -4.811 -7.138
H -2.278 0.257 -6.930
H 0.280 -0.543 -4.815
H 0.875 0.106 -2.525
H -9.727 0.189 -4.227
H -4.761 1.480 -5.969
H -1.883 -4.739 -3.625
H -5.836 -3.573 -9.713
H -5.598 -0.777 -4.365
H -8.095 0.136 -2.412
H -7.379 -0.064 -8.149
H -7.610 3.750 -5.819
H -6.094 1.984 -1.529
H -7.304 -3.013 -3.312
H -7.903 -2.475 -7.139
H -3.815 0.414 -7.835
H -5.717 3.969 -4.625
H -4.003 0.022 -4.356
H -6.211 5.675 -4.303
H -0.149 1.115 -5.195
H -3.122 -0.544 -0.725
H -2.360 2.608 -9.745
H -3.468 -4.269 -5.096
*
```

Results
HOMO energy = -0.3465 hartree
Frontier orbital gap = 9.883 eV

Mulliken atomic charge list, values in e, 99 entries:
1 O 0.418
2 O -0.444
3 O -0.507
4 O -0.582
5 O -0.770
6 O -0.453
7 O -0.436
8 O -0.544
9 O -0.616
10 O -0.522
11 O -0.061
12 O -0.633
13 O -0.583
14 C -0.568
15 C -0.415
16 C -0.137
17 C -0.371
18 C 0.655
19 C 0.882
20 C 0.208
21 C -0.618
22 C -0.207
23 C 0.808
24 C -1.648
25 C -0.149
26 C -1.609
27 C -1.200
28 C -0.383
29 C -0.703
30 C -0.237
31 C 1.134
32 C -0.940
33 C 0.316
34 C -0.319
35 C -0.439
36 C -0.849
37 H 0.266
38 H 0.380
39 H 0.494
40 H 0.223
41 H 0.401
42 H 0.644
43 H 0.274
44 H 0.296
45 H 0.281
46 H 0.442
47 H 0.024
48 H -0.180
49 H 0.309
50 H 0.412
51 H 0.289
52 H -0.158
53 H 0.393
54 H 0.212
55 H 0.309
56 H 0.431
57 H 0.029
58 H 0.220
59 H 0.019
60 H 0.333
61 H 0.430
62 H 0.371
63 H -0.165
64 H -0.304
65 H 0.013
66 H 0.416
67 H 0.024
68 H 0.146
69 H -0.296
70 H -0.220
71 H 0.080
72 H 0.431
73 H 0.335
74 H 0.146
75 H 0.206
76 H 0.448
77 H -0.324
78 H 0.073
79 H 0.407
80 H -0.132
81 H 0.304
82 H 0.396
83 H 0.455
84 H 0.232
85 H 0.146
86 H 0.414
87 H -0.054
88 H 0.061
89 H 0.296
90 H 0.329
91 H -0.277
92 H 0.369
93 H 0.317
94 H -0.086
95 H 0.152
96 H -0.095
97 H 0.423
98 H 0.212
99 H 0.302



Pick #B: it beats the second-best structure by 253.8 kJ/mol.



#A
C6H8OS2 | ωB97M-V/def2-TZVPD

Geometry as ORCA input:
```
! wB97M-V def2-TZVPD RIJCOSX def2/J DEFGRID3
* xyz 0 1
S -2.646 -1.540 0.205
S 2.347 -1.843 0.215
O -0.829 0.988 1.289
C 0.302 1.218 -0.837
C 0.071 1.973 1.304
C -0.723 0.467 0.026
C 0.678 2.278 0.161
C 1.006 -2.609 0.481
C -1.361 -0.524 -0.505
H 0.528 -3.531 0.015
H 0.255 2.494 2.257
H 0.211 -2.297 1.261
H 1.366 3.015 -0.005
H 0.935 0.415 -1.135
H -0.080 1.733 -1.724
H -0.892 -0.941 -1.370
H -2.800 -1.006 1.551
*
```

Results
SMILES = S/C=C1/CC=CO1.C=S
HOMO energy = -0.2940 hartree
Frontier orbital gap = 7.744 eV

For reference, the Mulliken charges in units of e are:
1 S -0.255
2 S -0.218
3 O -0.389
4 C -0.486
5 C -0.208
6 C 0.374
7 C -0.499
8 C -0.214
9 C -0.305
10 H 0.263
11 H 0.391
12 H 0.191
13 H 0.470
14 H 0.159
15 H 0.254
16 H 0.314
17 H 0.158



#B
C6H8OS2 | ωB97M-V/def2-TZVPD

Geometry as ORCA input:
```
! wB97M-V def2-TZVPD RIJCOSX def2/J DEFGRID3
* xyz 0 1
S 3.212 -0.119 -0.300
S -1.040 0.900 -0.169
O -0.938 2.312 -0.512
C 2.170 -1.480 -0.109
C 0.614 0.299 -0.192
C 1.778 0.975 -0.308
C -1.209 1.038 1.731
C 0.857 -1.187 -0.132
C -1.760 -1.482 -2.071
H -2.210 0.879 1.972
H 2.458 -2.464 0.156
H -0.649 0.214 2.206
H 0.016 -1.756 0.163
H -2.437 -1.788 -1.223
H -0.933 2.086 1.901
H -1.988 -0.320 -2.477
H 2.060 1.893 -0.637
*
```

Results
HOMO energy (spin up / spin down) = -0.3308 / -0.3244 hartree
Frontier orbital gap (spin up / spin down) = 8.188 / 7.974 eV

For reference, the Mulliken charges in units of e are:
1 S -0.107
2 S 0.561
3 O -0.693
4 C -0.445
5 C 0.223
6 C -0.305
7 C -0.970
8 C -0.586
9 C -0.441
10 H 0.361
11 H 0.407
12 H 0.291
13 H 0.362
14 H 0.262
15 H 0.342
16 H 0.211
17 H 0.526



Pick #A: it beats the second-best structure by 345.4 kJ/mol.